[1]
{
  "formula": "C28H42N4O7",
  "method": "ωB97M-V/def2-TZVPD",
  "symbols": ["N", "H", "C", "C", "H", "H", "C", "C", "C", "C", "H", "H", "H", "O", "C", "C", "H", "C", "C", "H", "H", "O", "C", "C", "H", "C", "H", "H", "H", "H", "O", "H", "H", "N", "C", "N", "C", "H", "H", "C", "H", "H", "C", "H", "H", "C", "H", "C", "C", "H", "H", "H", "C", "O", "H", "H", "H", "H", "C", "C", "H", "H", "H", "H", "C", "N", "C", "H", "C", "C", "H", "O", "H", "O", "H", "H", "O", "H", "H", "C", "H"],
  "coordinates": [[1.27, 1.87, -1.08], [-0.62, -2.36, -1.32], [-0.92, 0.93, -0.80], [7.77, -0.64, 2.02], [2.74, 0.30, -2.69], [4.29, 1.08, -2.38], [2.58, 2.18, -1.64], [1.66, 4.32, -2.72], [-1.25, -1.47, -1.36], [-3.35, 1.21, -0.42], [-1.73, 1.49, -3.39], [0.56, -3.35, 2.79], [8.04, -1.62, 2.42], [-5.67, 1.41, 0.07], [0.83, -2.36, 2.41], [-2.71, -1.85, -1.07], [-7.02, 2.79, -0.69], [0.01, -0.73, 0.64], [2.42, 3.02, -2.92], [3.43, 0.28, -1.06], [-0.82, 1.49, 0.14], [3.07, -3.19, 2.74], [-3.83, 1.79, -3.10], [-6.97, 1.76, -0.32], [-3.37, -1.44, -1.83], [-3.07, -4.28, 1.21], [2.79, 3.79, -0.21], [-2.99, -1.42, -0.11], [-1.16, -1.04, -2.36], [-4.02, 2.02, -4.13], [0.30, 0.91, -2.89], [-3.96, 2.44, 1.84], [-5.87, 2.00, -2.55], [-0.74, -0.48, -0.44], [-3.73, 1.38, 1.96], [2.80, -1.02, 2.11], [-4.66, 1.48, -0.86], [2.20, 5.00, -2.07], [8.18, 0.13, 2.67], [2.35, -2.26, 2.45], [4.30, 3.29, -0.97], [-0.66, -2.75, 0.90], [0.27, 1.25, -1.73], [-2.49, -3.83, -1.91], [-2.42, -4.89, 1.85], [-3.58, -3.07, 1.99], [1.90, 2.41, -3.65], [6.29, -0.52, 1.96], [-2.30, 1.21, -1.35], [0.97, -2.59, 0.27], [5.34, -2.38, 2.64], [-3.08, 1.24, 2.82], [3.31, 0.87, -1.97], [5.77, 0.65, 1.53], [-4.06, -3.42, 2.91], [2.09, -0.32, 1.88], [8.20, -0.52, 1.03], [0.68, 4.12, -2.28], [5.29, -1.38, 2.27], [-2.54, 1.49, -2.68], [0.41, -1.60, 3.07], [-2.75, -2.41, 2.26], [-3.99, -3.60, -0.98], [-3.93, -4.90, 0.89], [4.11, -0.64, 1.99], [4.41, 0.56, 1.55], [3.36, 2.94, -0.56], [3.57, 2.28, 0.28], [0.27, -2.18, 1.00], [-2.92, -3.37, -1.01], [-7.36, 1.07, -1.08], [-2.27, -3.97, 0.09], [-4.66, 0.82, 2.11], [0.49, 0.19, 1.31], [-4.31, -2.51, 1.42], [1.51, 4.81, -3.68], [-3.00, 0.88, 0.86], [1.20, 1.94, -0.07], [-7.58, 1.67, 0.58], [-4.87, 1.78, -2.20], [3.42, 3.24, -3.31]],
  "mulliken_charge": [0.00, 1.07, 0.32, -1.24, 0.41, 0.49, 1.51, -1.27, -1.65, -0.21, 0.62, 0.39, 0.32, -0.35, -1.21, 0.65, 0.39, 1.13, -0.93, 0.27, 1.33, -0.66, -1.59, -1.03, 0.53, -0.43, 0.51, -0.36, 0.26, 0.39, -0.71, 0.34, 0.47, 0.70, -1.02, 0.08, 0.78, 0.33, 0.31, 0.51, 0.42, -0.19, -0.81, 0.39, 0.31, -0.88, 0.37, 0.24, -0.04, 0.29, 0.47, 0.23, -1.90, -0.22, 0.50, 0.10, 0.30, 0.22, -0.18, -0.58, 0.52, 0.15, 0.48, 0.42, 0.21, -0.38, -1.85, 0.41, 0.09, -1.33, 0.37, -0.38, 0.26, -0.98, 0.21, 0.41, -0.07, 0.52, 0.25, -0.36, 0.58],
  "homo_lumo_gap_ev": 9.0,
  "lumo_ev": 0.55,
  "spin_multiplicity": 1,
  "smiles": "CCOCCCN(C(=O)CCC(=O)Nc1cc(C)on1)[C@@H](C(=O)NC(C)(C)CC)c1cccc(OC)c1OC",
  "homo_ha": -0.311
}

[2]
{
  "formula": "C6H9N4O2",
  "method": "ωB97M-V/def2-TZVPD",
  "symbols": ["C", "H", "H", "H", "C", "H", "C", "H", "N", "H", "C", "C", "N", "H", "H", "N", "C", "H", "O", "N", "O"],
  "coordinates": [[-0.48, -0.52, -1.84], [0.85, -2.10, -0.78], [0.59, -2.35, -2.64], [0.06, -0.75, 2.01], [0.06, 2.50, 0.29], [-0.78, -2.73, -1.42], [-1.07, -0.55, 1.90], [-1.26, 0.48, 2.37], [0.08, 1.10, -0.16], [3.09, 1.59, 0.97], [1.45, 0.67, 0.10], [0.11, -2.02, -1.64], [-0.95, 0.34, -0.70], [1.91, -0.35, -0.08], [-1.59, -1.40, 2.49], [2.11, 1.79, 0.70], [-1.54, -0.50, 0.37], [-0.86, 3.18, 0.20], [-2.54, -1.21, 0.05], [1.34, 2.89, 0.82], [-0.58, -0.07, -3.01]],
  "mulliken_charge": [0.49, 0.29, 0.32, 0.22, 0.05, 0.29, -0.81, 0.28, 0.42, 0.29, -0.04, -0.86, -0.19, 0.26, 0.33, 0.20, 0.50, 0.41, -0.50, -0.49, -0.46],
  "homo_lumo_gap_ev": 9.3,
  "total_charge": 1,
  "lumo_ev": -5.01,
  "spin_multiplicity": 1,
  "smiles": "CC(=O)N(C(C)=O)n1cn[nH+]c1",
  "homo_ha": -0.526
}

[3]
{
  "formula": "C4H10BINO2",
  "method": "ωB97M-V/def2-TZVPD",
  "symbols": ["C", "I", "C", "H", "H", "H", "O", "N", "H", "C", "B", "H", "H", "O", "C", "H", "H", "H", "H"],
  "coordinates": [[-1.29, -1.74, 0.47], [2.72, -1.96, 2.04], [0.32, 1.07, 2.07], [-1.67, -1.76, 1.44], [0.44, 1.72, 3.92], [-0.46, 1.83, 0.02], [-0.73, 1.73, -0.92], [0.73, 0.97, 3.25], [0.70, 0.47, 1.28], [-1.12, -0.67, -0.11], [-0.91, 0.48, -1.17], [4.22, -1.62, 1.68], [-1.34, 0.12, -4.34], [-0.97, -0.13, -2.32], [-0.61, 0.44, -3.53], [0.28, -0.08, -3.86], [-1.12, -2.75, -0.07], [-0.59, 1.62, -3.41], [1.39, 0.25, 3.54]],
  "mulliken_charge": [-0.58, -0.07, -0.06, 0.35, 0.33, 0.31, -0.45, -0.07, 0.30, -0.15, 0.77, 0.16, 0.21, -0.39, -0.49, 0.24, 0.22, 0.23, 0.13],
  "homo_lumo_gap_ev": [5.1, 6.5],
  "total_charge": 1,
  "lumo_ev": [-5.62, -7.24],
  "spin_multiplicity": 3,
  "homo_ha": [-0.393, -0.505]
}

[4]
{
  "formula": "C55H44CsN11S2",
  "method": "ωB97M-V/def2-TZVPD",
  "symbols": ["C", "C", "C", "C", "C", "H", "C", "Cs", "S", "H", "C", "C", "H", "C", "H", "C", "C", "H", "C", "C", "C", "C", "H", "H", "H", "H", "H", "N", "H", "H", "C", "C", "H", "C", "H", "C", "C", "H", "N", "C", "C", "H", "N", "N", "H", "H", "H", "C", "C", "C", "H", "H", "C", "C", "C", "C", "C", "N", "C", "C", "N", "C", "C", "N", "C", "C", "H", "H", "C", "C", "C", "H", "H", "H", "C", "H", "C", "H", "H", "H", "C", "C", "C", "H", "C", "C", "C", "C", "C", "C", "H", "S", "H", "H", "C", "H", "H", "N", "N", "N", "N", "H", "C", "H", "H", "C", "H", "C", "H", "C", "H", "H", "H"],
  "coordinates": [[12.56, 11.39, 9.19], [18.09, 21.82, 11.52], [17.76, 21.78, 12.88], [8.60, 13.51, 11.60], [13.99, 18.55, 7.81], [16.50, 9.99, 13.99], [17.32, 8.96, 10.85], [14.30, 15.68, 10.76], [13.86, 8.55, 6.85], [13.32, 11.14, 11.19], [17.93, 20.66, 10.72], [10.70, 13.35, 12.77], [18.04, 22.58, 13.49], [16.35, 11.22, 12.20], [17.97, 16.07, 18.91], [17.59, 15.59, 18.05], [10.42, 17.88, 11.43], [14.21, 12.34, 10.11], [12.04, 16.84, 8.29], [9.80, 14.11, 11.96], [16.87, 15.76, 15.71], [12.43, 18.36, 9.88], [10.14, 15.08, 11.64], [17.36, 8.03, 12.87], [10.98, 16.29, 6.46], [13.67, 18.78, 6.78], [10.13, 14.65, 9.11], [13.28, 10.43, 8.58], [16.16, 12.70, 17.01], [8.90, 11.27, 7.66], [16.53, 14.43, 15.74], [16.40, 16.28, 14.41], [17.31, 20.52, 14.53], [11.04, 16.65, 9.25], [18.28, 20.71, 9.73], [12.90, 9.78, 7.42], [17.08, 10.13, 10.10], [10.77, 12.48, 8.97], [16.42, 13.37, 9.28], [20.76, 15.12, 11.82], [16.00, 14.10, 14.41], [13.47, 20.23, 10.13], [15.97, 13.31, 11.58], [16.88, 17.35, 11.75], [9.10, 15.91, 9.85], [14.44, 19.45, 8.25], [12.52, 12.62, 10.83], [18.79, 15.68, 10.54], [11.27, 17.68, 10.24], [12.99, 19.49, 10.73], [7.97, 14.13, 11.01], [17.87, 17.32, 16.73], [16.79, 18.04, 12.95], [10.99, 11.01, 7.43], [18.27, 14.41, 10.65], [16.31, 12.63, 10.48], [17.86, 16.42, 9.65], [17.07, 15.62, 8.98], [16.62, 10.05, 12.92], [17.12, 8.91, 12.28], [16.50, 17.66, 14.11], [17.38, 18.18, 10.79], [9.86, 15.72, 9.10], [15.90, 15.31, 13.65], [13.24, 11.92, 10.44], [15.92, 12.51, 12.69], [13.74, 19.30, 11.52], [17.73, 8.11, 10.34], [12.61, 12.84, 13.74], [19.02, 13.45, 11.29], [17.33, 20.60, 13.47], [14.86, 17.94, 7.52], [18.64, 12.44, 11.39], [12.19, 20.08, 11.22], [17.47, 19.55, 11.33], [20.26, 17.15, 11.06], [16.58, 11.25, 10.76], [9.31, 15.88, 8.20], [18.61, 22.64, 11.12], [14.24, 10.30, 8.88], [12.95, 17.90, 8.67], [10.33, 12.04, 13.24], [11.44, 11.72, 8.57], [13.67, 12.77, 14.00], [17.15, 14.36, 9.66], [11.98, 16.14, 6.94], [16.54, 13.72, 16.96], [17.10, 19.46, 12.67], [9.15, 11.50, 12.87], [9.66, 11.32, 6.88], [12.22, 15.10, 6.95], [11.66, 11.43, 14.23], [9.49, 12.33, 6.53], [17.23, 10.13, 9.00], [19.96, 16.14, 11.17], [17.00, 13.88, 19.10], [10.86, 18.67, 12.09], [17.71, 17.77, 9.62], [12.01, 13.76, 13.07], [11.68, 10.07, 6.88], [15.89, 12.88, 13.97], [10.31, 17.07, 12.15], [20.27, 13.78, 11.84], [9.32, 10.58, 6.08], [12.75, 16.59, 6.31], [17.51, 16.30, 16.85], [20.93, 13.04, 12.19], [17.06, 14.32, 18.11], [9.42, 18.24, 11.11], [8.31, 12.24, 12.09], [7.36, 11.81, 11.79], [8.97, 10.48, 13.18], [21.72, 15.36, 12.27]],
  "mulliken_charge": [0.15, -0.57, -0.70, -0.81, -1.70, 0.51, -0.85, 0.81, -0.45, 0.42, -0.49, -0.75, 0.43, 0.99, 0.42, -0.63, -1.59, -0.41, 0.54, 0.38, -0.04, 0.71, 0.27, 0.41, 0.31, 0.34, -0.04, 0.02, 0.45, 0.33, -0.43, -0.04, 0.52, 1.25, 0.57, -0.21, -0.54, -0.12, -0.50, -0.96, 0.13, 0.46, 0.64, -0.15, 0.42, 0.28, -0.53, -0.32, 0.21, -1.88, 0.45, 0.42, -0.02, 1.01, 1.97, -1.07, 0.38, -0.55, -0.54, -0.66, -0.71, -0.04, -1.58, 0.37, 0.98, -0.77, 0.15, 0.42, 0.28, 0.37, -0.43, 0.30, 0.30, 0.44, 0.46, 0.63, 0.74, 0.58, 0.45, 0.06, 0.53, 0.73, 0.03, 0.11, -0.70, -1.65, -0.17, 0.17, -0.57, -1.16, 0.19, -0.31, 0.30, 0.46, -0.60, 0.34, 0.35, -0.68, -0.16, -0.61, -0.55, 0.23, -1.13, 0.33, 0.37, -0.24, 0.51, -0.58, 0.19, -0.45, 0.34, 0.40, 0.35],
  "homo_lumo_gap_ev": 4.9,
  "total_charge": -2,
  "lumo_ev": 3.51,
  "spin_multiplicity": 1,
  "homo_ha": -0.051
}

For reference, E by record: -50010.5187, -16411.7129, -18660.3959, -96359.8226 eV.